# 1
Molecular formula: C3H3CsMgO2
Method: DFT, ωB97M-V/def2-TZVPD

Summary:
2S+1 ... 2
Expectation value of S² ... 0.7507
Net charge ... +1
Lowest unoccupied orbital energy (spin up / spin down) ... -3.5 / -4.9 eV
Relative energy (zero: lowest compared OMol25 entry of this formula, charge and spin) ... 0.0 kJ/mol

Positions of all 10 atoms, in Å:
H: 0.931 3.428 -0.184
O: -1.090 0.235 0.496
C: -1.102 1.448 1.011
C: -1.076 2.627 0.340
C: 0.298 2.522 -0.353
O: 0.707 1.647 -1.104
Cs: 0.728 -0.890 -1.748
Mg: -2.512 -1.145 0.642
H: -1.926 3.284 0.176
H: -2.034 1.842 1.635


# 2
Molecular formula: C39H43NO3Si
Method: DFT, ωB97M-V/def2-TZVPD

Summary:
Lowest unoccupied orbital energy ... -1.1 eV

Positions of all 87 atoms, in Å:
C: -0.484 0.666 5.204
Si: -0.943 2.224 4.302
C: -2.527 2.968 4.922
C: 0.452 3.453 4.315
O: -1.294 1.783 2.734
C: -0.628 1.701 1.491
C: -0.644 3.083 0.790
C: -1.588 4.039 1.167
C: -1.607 5.294 0.548
C: -0.700 5.583 -0.472
C: 0.213 4.610 -0.890
C: 0.234 3.357 -0.265
C: 0.774 1.109 1.704
C: 1.916 1.914 1.685
C: 3.183 1.336 1.842
C: 3.304 -0.023 2.119
C: 2.154 -0.807 2.263
C: 0.887 -0.234 2.087
C: -1.542 0.756 0.636
C: -2.978 1.297 0.446
C: -3.067 1.851 -0.971
C: -1.861 1.273 -1.737
N: -1.052 0.607 -0.726
C: 0.019 -0.123 -1.042
C: 0.475 -0.240 -2.353
C: 1.367 -1.190 -2.810
C: 2.301 -0.912 -3.868
C: 2.929 -1.964 -4.581
C: 3.713 -1.694 -5.700
C: 3.951 -0.368 -6.099
C: 3.377 0.682 -5.366
C: 2.589 0.414 -4.247
H: -0.275 0.900 6.257
H: -1.310 -0.058 5.163
H: 0.406 0.193 4.768
H: -2.429 3.210 5.989
H: -2.772 3.891 4.381
H: -3.364 2.268 4.799
H: 0.465 3.945 5.299
H: 1.423 2.964 4.160
H: 0.325 4.224 3.544
H: -2.305 3.814 1.959
H: -2.343 6.030 0.875
H: -0.707 6.563 -0.951
H: 0.921 4.810 -1.700
H: 0.964 2.603 -0.578
H: 1.822 2.993 1.548
H: 4.066 1.973 1.745
H: 4.290 -0.478 2.231
H: 2.227 -1.868 2.522
H: -0.014 -0.841 2.247
H: -1.585 -0.228 1.132
H: -3.629 0.418 0.519
H: -3.277 2.003 1.226
H: -3.994 1.545 -1.468
H: -3.018 2.946 -0.985
H: -2.182 0.568 -2.523
H: -1.288 2.074 -2.238
H: 0.577 -0.591 -0.233
H: 0.133 0.522 -3.063
H: 1.273 -2.251 -2.602
H: 2.758 -2.992 -4.239
H: 4.148 -2.515 -6.271
H: 4.572 -0.157 -6.973
H: 3.549 1.714 -5.667
H: 2.167 1.232 -3.658
C: 2.707 -3.781 0.154
C: 1.857 -3.834 -1.091
C: 0.640 -3.028 -1.086
C: -0.480 -3.540 -1.893
C: -1.515 -4.396 -1.206
C: -1.859 -4.271 0.148
C: -2.904 -5.030 0.681
C: -3.619 -5.919 -0.133
C: -3.263 -6.060 -1.485
C: -2.222 -5.300 -2.012
O: -0.636 -3.320 -3.103
O: 2.213 -4.432 -2.121
H: 2.101 -3.896 1.064
H: 3.467 -4.569 0.131
H: 3.213 -2.806 0.177
H: 0.381 -2.505 -0.170
H: -1.285 -3.577 0.763
H: -3.149 -4.926 1.737
H: -4.433 -6.515 0.291
H: -3.790 -6.768 -2.128
H: -1.938 -5.395 -3.061


# 3
Molecular formula: C12Cl10Pt
Method: DFT, ωB97M-V/def2-TZVPD

Summary:
Lowest unoccupied orbital energy ... -1.1 eV

Positions of all 23 atoms, in Å:
Pt: -0.373 -0.019 -0.254
Cl: -0.616 -2.211 -2.006
C: 1.069 -1.814 -1.724
C: 1.326 -0.796 -0.815
C: 2.646 -0.422 -0.593
Cl: 3.000 0.916 0.431
C: 3.682 -1.088 -1.248
Cl: 5.310 -0.615 -0.979
C: 3.400 -2.127 -2.138
Cl: 4.679 -2.939 -2.948
C: 2.080 -2.487 -2.390
Cl: 1.703 -3.744 -3.500
Cl: 1.388 -0.926 2.669
C: 0.311 0.416 2.681
C: -0.346 0.792 1.511
C: -1.282 1.813 1.579
Cl: -2.115 2.220 0.100
C: -1.561 2.487 2.758
Cl: -2.727 3.748 2.783
C: -0.877 2.126 3.914
Cl: -1.199 2.940 5.391
C: 0.051 1.084 3.877
Cl: 0.858 0.610 5.316


# 4
Molecular formula: C27H41AsO5ReS8Si
Method: DFT, ωB97M-V/def2-TZVPD

Summary:
Net charge ... +1
Lowest unoccupied orbital energy ... -4.9 eV
Relative energy (zero: lowest compared OMol25 entry of this formula, charge and spin) ... 118.8 kJ/mol

Positions of all 84 atoms, in Å:
Re: 0.606 0.220 1.304
S: 3.848 3.977 1.446
C: 3.045 2.577 1.577
S: 3.613 1.442 2.741
S: 1.655 2.188 0.577
S: -0.234 -1.488 5.506
As: 0.061 -2.362 3.716
S: -0.997 -1.369 2.066
S: 2.262 -0.164 2.661
S: 1.217 -3.899 3.177
O: -0.538 1.521 2.293
S: -1.719 1.432 3.325
C: -1.094 2.451 4.666
C: -0.868 3.892 4.331
C: -1.729 4.860 4.834
C: -1.537 6.196 4.510
C: -0.488 6.563 3.679
C: 0.377 5.598 3.180
C: 0.191 4.264 3.507
C: -2.877 2.500 2.479
C: -3.315 1.794 1.225
C: -4.101 0.647 1.278
C: -4.461 -0.003 0.110
C: -4.038 0.489 -1.119
C: -3.254 1.631 -1.176
C: -2.887 2.280 -0.005
H: -0.190 1.919 4.973
H: -1.845 2.301 5.447
H: -2.545 4.575 5.486
H: -2.204 6.947 4.909
H: -0.337 7.604 3.428
H: 1.204 5.879 2.543
H: 0.875 3.516 3.120
H: -2.334 3.422 2.267
H: -3.685 2.710 3.183
H: -4.432 0.258 2.234
H: -5.076 -0.891 0.156
H: -4.327 -0.015 -2.031
H: -2.932 2.023 -2.130
H: -2.275 3.174 -0.048
C: 3.708 -3.951 -2.209
C: 3.263 -3.228 -0.953
C: 3.415 -4.098 0.282
C: 3.996 -1.906 -0.779
O: 1.833 -2.992 -1.084
Si: 0.931 -1.756 -1.528
O: 0.985 -0.651 -0.179
O: -0.629 -2.086 -1.583
C: -1.359 -3.280 -1.988
C: -1.182 -4.339 -0.913
C: -0.820 -3.746 -3.331
C: -2.807 -2.840 -2.091
O: 1.554 -0.945 -2.757
C: 1.250 0.260 -3.500
C: -0.008 0.919 -2.957
C: 2.455 1.171 -3.343
C: 1.054 -0.167 -4.943
H: 4.777 -4.158 -2.169
H: 3.511 -3.340 -3.091
H: 3.178 -4.898 -2.314
H: 4.458 -4.381 0.417
H: 2.819 -5.005 0.183
H: 3.082 -3.564 1.173
H: 5.054 -2.097 -0.600
H: 3.607 -1.360 0.084
H: 3.904 -1.278 -1.663
H: -1.606 -4.000 0.034
H: -1.689 -5.256 -1.212
H: -0.128 -4.562 -0.754
H: 0.235 -4.019 -3.255
H: -0.926 -2.961 -4.080
H: -1.366 -4.624 -3.676
H: -3.145 -2.435 -1.135
H: -3.438 -3.689 -2.352
H: -2.922 -2.073 -2.858
H: 0.115 1.208 -1.910
H: -0.873 0.260 -3.041
H: -0.207 1.830 -3.523
H: 2.597 1.443 -2.296
H: 2.320 2.086 -3.920
H: 3.355 0.671 -3.698
H: 0.220 -0.864 -5.025
H: 1.951 -0.655 -5.320
H: 0.842 0.698 -5.571


# 5
Molecular formula: C9H12ClN5
Method: DFT, ωB97M-V/def2-TZVPD

Summary:
2S+1 ... 3
Expectation value of S² ... 2.0122
Net charge ... +2
Lowest unoccupied orbital energy (spin up / spin down) ... -7.1 / -11.0 eV

Positions of all 27 atoms, in Å:
C: -0.355 -2.243 -2.569
C: -0.265 -2.133 -1.229
C: -0.898 -1.167 -3.327
C: -0.533 -0.812 -0.663
C: -1.344 -0.068 -2.706
C: 1.190 2.105 1.490
C: 2.181 1.304 0.881
C: -0.221 1.725 1.961
C: 0.076 -1.455 1.587
N: -1.132 0.122 -1.392
N: 1.591 3.305 1.520
N: 3.194 0.851 0.627
N: -0.950 0.743 1.130
N: -0.352 -0.443 0.653
Cl: -2.083 1.239 -3.575
H: -0.070 -3.242 -2.860
H: 0.065 -2.851 -0.523
H: -0.972 -1.320 -4.317
H: -0.199 1.283 2.950
H: -0.686 2.626 1.964
H: -0.893 -2.062 1.562
H: 0.900 -2.087 1.391
H: 0.188 -1.213 2.682
H: 1.125 4.083 1.955
H: 3.765 0.175 0.195
H: -1.880 0.615 1.570
H: -1.444 0.921 -0.956


# 6
Molecular formula: C5H6O2
Method: DFT, ωB97M-V/def2-TZVPD

Summary:
SMILES string ... C#CC(=O)[C@@H](C)O
Lowest unoccupied orbital energy ... 0.0 eV
Relative energy (zero: lowest compared OMol25 entry of this formula, charge and spin) ... 231.3 kJ/mol

Positions of all 13 atoms, in Å:
C: -1.627 -1.626 1.916
C: -1.307 -0.745 1.158
C: -0.841 0.343 0.298
O: -1.568 1.247 -0.046
C: 0.640 0.279 -0.108
C: 0.751 0.096 -1.613
O: 1.287 1.492 0.203
H: -1.918 -2.404 2.588
H: 1.108 -0.569 0.416
H: 1.805 0.016 -1.894
H: 0.317 0.972 -2.103
H: 0.225 -0.802 -1.950
H: 1.128 1.701 1.133


# 7
Molecular formula: C3H4N2O2
Method: DFT, ωB97M-V/def2-TZVPD

Summary:
SMILES string ... O=C=NCCN=O
Lowest unoccupied orbital energy ... -0.6 eV
Relative energy (zero: lowest compared OMol25 entry of this formula, charge and spin) ... 453.2 kJ/mol

Positions of all 11 atoms, in Å:
O: 3.361 -0.448 -0.424
C: 2.367 0.107 -0.148
N: 1.398 0.446 0.496
C: -0.025 0.742 0.514
C: -0.982 -0.054 -0.406
N: -1.503 -1.193 0.310
O: -1.597 -2.234 -0.345
H: -0.339 1.690 0.440
H: -0.349 0.582 1.541
H: -1.821 0.710 -0.596
H: -0.508 -0.349 -1.383


# 8
Molecular formula: C9H10AgF3N7S
Method: DFT, ωB97M-V/def2-TZVPD

Summary:
2S+1 ... 2
Expectation value of S² ... 0.7557
Net charge ... -2
Lowest unoccupied orbital energy (spin up / spin down) ... 4.4 / 4.4 eV

Positions of all 31 atoms, in Å:
Ag: -0.423 1.065 -2.448
S: -1.609 2.070 0.446
C: -1.661 1.761 -1.104
C: -0.574 -0.097 3.280
C: 0.274 -1.382 3.389
C: 1.632 -1.076 4.062
C: 0.427 -2.150 2.066
N: 0.869 -1.237 0.987
C: 0.200 -0.687 -0.049
N: 0.997 0.135 -0.712
N: 2.174 0.149 -0.021
N: 2.111 -0.671 0.978
H: -0.782 0.260 4.312
H: -1.505 -0.222 2.735
H: -0.002 0.707 2.760
H: -0.261 -2.062 4.063
H: 2.270 -0.438 3.411
H: 2.169 -2.008 4.260
H: 1.441 -0.553 5.016
H: -0.516 -2.618 1.744
H: 1.189 -2.921 2.189
H: -0.852 -0.868 -0.262
F: -2.040 -1.699 -2.329
C: -1.034 -1.199 -3.140
F: -1.506 -1.241 -4.437
F: 0.034 -2.081 -3.033
N: 0.202 2.552 -3.821
C: -0.083 3.312 -4.683
N: -0.328 4.256 -5.519
C: -1.088 4.325 -6.587
N: -1.723 4.617 -7.553


Maximum force values (in Eh/bohr) by entry order: 0.16128, 0.04419, 0.02181, 0.01348, 0.09246, 0.01150, 0.08230, 0.08100.